[1]
This record from OMol25 describes a molecular structure, C29H25Br2Cl5NO4PY in a non-equilibrium geometry. The level of theory is ωB97M-V with the def2-TZVPD basis set.

ORCA input file:
```
! wB97M-V def2-TZVPD RIJCOSX def2/J DEFGRID3
* xyz 1 1
Y 0.396 0.015 -0.126
C -3.063 -0.507 -4.191
C -1.709 -0.804 -3.606
C -0.629 0.034 -3.857
C 0.641 -0.262 -3.369
C 0.844 -1.412 -2.612
C -0.243 -2.244 -2.320
C -1.502 -1.938 -2.812
H -3.861 -0.941 -3.590
H -3.135 -0.931 -5.195
H -3.234 0.567 -4.273
H -0.775 0.926 -4.456
H 1.485 0.365 -3.633
H 1.848 -1.726 -2.354
H -0.080 -3.168 -1.778
H -2.337 -2.603 -2.612
Br -1.165 2.210 2.044
C 0.608 2.615 2.684
Br 1.730 1.064 2.465
H 0.552 2.843 3.737
H 1.008 3.431 2.098
C -2.897 -1.234 1.921
P -1.161 -1.628 1.520
C -1.317 -3.329 0.875
C -0.405 -1.859 3.155
C 0.578 -2.825 3.355
C 1.189 -2.956 4.595
C 0.830 -2.118 5.640
C -0.146 -1.149 5.447
C -0.758 -1.017 4.210
H -2.983 -0.251 2.381
H -3.299 -1.984 2.601
H -3.484 -1.232 1.001
H -1.748 -3.968 1.645
H -0.344 -3.722 0.581
H -1.970 -3.322 0.002
H 0.884 -3.476 2.545
H 1.950 -3.711 4.741
H 1.310 -2.219 6.606
H -0.435 -0.498 6.264
H -1.522 -0.261 4.073
O 3.172 -1.304 2.088
C 2.926 -1.521 0.925
O 1.710 -1.569 0.402
C 4.053 -1.676 -0.063
C 5.075 -2.594 0.143
C 6.098 -2.721 -0.786
C 6.121 -1.928 -1.923
C 5.098 -1.020 -2.104
C 4.069 -0.881 -1.198
N 5.074 -0.188 -3.327
O 6.086 -0.122 -3.983
O 4.044 0.423 -3.564
H 5.070 -3.208 1.037
H 6.886 -3.446 -0.624
H 6.910 -2.006 -2.658
H 3.303 -0.143 -1.400
Cl -2.557 0.839 -0.971
C -1.470 2.130 -1.485
C -0.163 1.962 -1.099
C 0.695 2.985 -1.416
Cl 2.341 2.777 -0.843
C 0.322 4.109 -2.141
Cl 1.460 5.333 -2.517
C -1.012 4.213 -2.549
Cl -1.524 5.567 -3.461
C -1.933 3.216 -2.204
Cl -3.585 3.330 -2.662
*
```

Calculated values
Lowest unoccupied orbital energy: -3.009 eV
Highest occupied orbital energy: -11.701 eV
ΔE to the lowest compared entry with this formula, charge and spin: 127.8 kJ/mol

[2]
This record from OMol25 describes a molecular structure, C29H25Cl2GeO3SY. The level of theory is ωB97M-V with the def2-TZVPD basis set.

ORCA input file:
```
! wB97M-V def2-TZVPD RIJCOSX def2/J DEFGRID3
* xyz 0 1
Y 1.010 1.136 2.165
Cl 0.570 1.473 4.887
C 1.396 2.981 5.267
C 1.790 3.139 6.582
C 2.427 4.308 6.953
C 2.657 5.289 6.001
C 2.254 5.103 4.691
Cl 2.573 6.373 3.563
C 1.604 3.932 4.263
S 1.056 3.763 2.605
H 1.595 2.354 7.300
H 2.741 4.454 7.977
H 3.155 6.210 6.271
C 3.630 -1.626 2.689
C 2.697 -0.486 2.470
O 3.200 0.660 2.310
H 4.675 -1.318 2.612
H 3.402 -2.419 1.975
H 3.430 -2.041 3.680
O -2.976 1.227 0.866
C -1.769 1.151 0.844
O -1.030 0.561 1.752
C -0.955 1.767 -0.296
C 0.041 0.795 -0.941
Ge -0.773 -0.773 -1.857
C -2.332 -0.151 -2.839
C -3.559 -0.803 -2.744
C -4.658 -0.346 -3.460
C -4.541 0.766 -4.279
C -3.322 1.423 -4.387
C -2.227 0.965 -3.670
C -1.210 -2.220 -0.629
C -0.478 -3.407 -0.669
C -0.770 -4.450 0.200
C -1.801 -4.318 1.117
C -2.541 -3.145 1.163
C -2.249 -2.101 0.297
C 0.595 -1.384 -3.104
C 1.916 -1.548 -2.682
C 2.898 -1.980 -3.561
C 2.571 -2.254 -4.881
C 1.264 -2.095 -5.317
C 0.283 -1.662 -4.434
H -0.447 2.655 0.118
H -1.647 2.148 -1.045
H 0.767 0.347 -0.242
H 0.640 1.309 -1.696
H -3.660 -1.671 -2.104
H -5.609 -0.857 -3.375
H -5.398 1.124 -4.834
H -3.228 2.291 -5.027
H -1.277 1.482 -3.767
H 0.323 -3.523 -1.391
H -0.196 -5.368 0.158
H -2.031 -5.130 1.795
H -3.347 -3.038 1.878
H -2.838 -1.195 0.352
H 2.185 -1.340 -1.650
H 3.918 -2.103 -3.218
H 3.335 -2.591 -5.570
H 1.008 -2.308 -6.347
H -0.735 -1.535 -4.783
*
```

Calculated values
Lowest unoccupied orbital energy: -0.211 eV
Highest occupied orbital energy: -8.395 eV
ΔE to the lowest compared entry with this formula, charge and spin: 164.4 kJ/mol

[3]
This record from OMol25 describes a molecular structure, C29H25ClMoPSe in a non-equilibrium geometry. The level of theory is ωB97M-V with the def2-TZVPD basis set.

ORCA input file:
```
! wB97M-V def2-TZVPD RIJCOSX def2/J DEFGRID3
* xyz 1 3
C 2.615 1.906 2.193
C 2.290 1.322 0.912
C 1.615 2.320 0.121
H 2.595 0.346 0.554
C 1.548 3.533 0.895
C 2.143 3.269 2.185
H 2.300 4.000 2.971
H 3.201 1.447 2.983
H 1.313 2.194 -0.911
H 1.172 4.495 0.552
Mo 0.429 1.882 1.943
Cl -1.597 2.391 0.904
P -0.582 -1.161 -1.895
C -0.445 0.011 -3.199
C 0.180 -0.276 -4.435
H 0.621 -1.261 -4.602
C 0.213 0.709 -5.418
H 0.700 0.501 -6.373
C -0.363 1.964 -5.180
H -0.347 2.722 -5.964
C -0.940 2.265 -3.938
H -1.357 3.258 -3.751
C -0.972 1.305 -2.937
H -1.388 1.520 -1.949
C 0.772 -2.278 -1.722
C 2.086 -1.803 -1.975
H 2.234 -0.766 -2.287
C 3.165 -2.667 -1.837
H 4.174 -2.308 -2.048
C 2.957 -3.990 -1.424
H 3.807 -4.664 -1.326
C 1.666 -4.449 -1.124
H 1.520 -5.472 -0.770
C 0.571 -3.606 -1.266
H -0.442 -3.949 -1.038
C -2.202 -1.794 -1.612
C -3.071 -2.176 -2.662
H -2.736 -2.078 -3.698
C -4.330 -2.670 -2.340
H -5.010 -2.973 -3.140
C -4.733 -2.770 -1.002
H -5.717 -3.170 -0.765
C -3.890 -2.345 0.034
H -4.221 -2.406 1.072
C -2.633 -1.836 -0.261
H -1.970 -1.456 0.518
Se 0.367 -0.350 2.940
C 0.221 0.769 4.535
C 1.358 0.926 5.352
C 1.396 1.984 6.254
C 0.289 2.832 6.393
C -0.887 2.599 5.670
C -0.940 1.550 4.751
H 2.201 0.248 5.213
H 2.291 2.146 6.857
H 0.339 3.671 7.089
H -1.761 3.235 5.824
H -1.817 1.355 4.135
*
```

Calculated values
Lowest unoccupied orbital energy (alpha / beta): -5.404 / -5.226 eV
Highest occupied orbital energy (alpha / beta): -8.985 / -8.926 eV
ΔE to the lowest compared entry with this formula, charge and spin: 0.0 kJ/mol

[4]
This record from OMol25 describes 5 unconnected molecules or ions with the total composition C29H25ClO21S in a non-equilibrium geometry. The level of theory is ωB97M-V with the def2-TZVPD basis set.

ORCA input file:
```
! wB97M-V def2-TZVPD RIJCOSX def2/J DEFGRID3
* xyz 0 1
O -2.892 -2.613 0.624
C -3.033 -1.441 0.924
O -2.206 -0.457 0.484
C -0.970 -0.504 1.225
C -0.178 0.742 0.959
C 1.090 0.760 1.800
C 2.158 -0.184 1.325
O 2.639 0.344 0.071
S 4.114 -0.147 -0.320
O 4.915 1.024 -0.472
O 3.784 -0.662 -1.902
Cl 2.594 0.238 -2.719
H -3.839 -1.120 1.588
H -1.212 -0.546 2.285
H -0.427 -1.409 0.979
H 0.026 0.846 -0.098
H -0.788 1.577 1.275
H 1.492 1.763 1.798
H 0.842 0.516 2.828
H 2.961 -0.201 2.052
H 1.798 -1.194 1.193
C 0.145 4.296 -4.951
C 0.538 5.451 -5.506
C 1.633 6.293 -4.905
O 1.932 7.319 -5.484
C 2.263 5.837 -3.679
C 1.874 4.679 -3.128
C 0.787 3.836 -3.736
O 0.489 2.814 -3.146
O 2.403 4.189 -2.019
O 0.004 5.944 -6.609
H -0.645 3.688 -5.369
H 3.041 6.452 -3.252
H 1.973 3.328 -1.849
H 0.474 6.781 -6.787
C -0.120 -5.792 -2.569
C 1.103 -6.242 -2.262
C 2.269 -5.312 -2.063
O 3.339 -5.808 -1.770
C 2.053 -3.886 -2.233
C 0.829 -3.436 -2.541
C -0.342 -4.364 -2.719
O -1.419 -3.867 -2.984
O 0.554 -2.152 -2.708
O 1.387 -7.526 -2.109
H -0.964 -6.451 -2.712
H 2.899 -3.226 -2.102
H -0.400 -2.105 -2.911
H 2.336 -7.567 -1.889
C -2.198 -4.923 2.713
C -3.319 -5.156 3.409
C -3.319 -5.985 4.665
O -4.378 -6.132 5.245
C -2.063 -6.563 5.112
C -0.944 -6.331 4.416
C -0.941 -5.482 3.174
O 0.127 -5.305 2.617
O 0.239 -6.820 4.758
O -4.506 -4.683 3.061
H -2.185 -4.328 1.811
H -2.077 -7.169 6.007
H 0.868 -6.497 4.086
H -5.131 -5.003 3.737
C -0.037 4.997 2.534
C -0.846 5.928 3.058
C -1.832 6.693 2.216
O -2.538 7.506 2.778
C -1.884 6.417 0.790
C -1.074 5.488 0.268
C -0.103 4.711 1.114
O 0.583 3.879 0.551
O -1.061 5.173 -1.018
O -0.847 6.249 4.340
H 0.676 4.444 3.129
H -2.587 6.979 0.192
H -0.397 4.464 -1.115
H -1.525 6.942 4.446
*
```

Calculated values
Lowest unoccupied orbital energy: -1.735 eV
Highest occupied orbital energy: -9.549 eV

[5]
This record from OMol25 describes a molecular structure, C29H25F3MnN8S2Se. The level of theory is ωB97M-V with the def2-TZVPD basis set.

ORCA input file:
```
! wB97M-V def2-TZVPD RIJCOSX def2/J DEFGRID3
* xyz 2 4
Mn 0.785 0.782 0.213
C -2.809 2.113 4.592
C -2.857 0.761 3.898
N -1.543 0.125 3.814
C -0.691 0.190 2.791
S -1.187 1.098 1.360
N 0.458 -0.429 2.913
N 1.235 -0.332 1.806
C 2.369 -0.947 1.763
C 2.921 -1.735 2.898
C 3.068 -0.856 0.470
C 4.237 -1.531 0.181
C 4.785 -1.404 -1.089
C 4.148 -0.617 -2.035
C 2.977 0.026 -1.680
N 2.468 -0.089 -0.457
H -3.792 2.582 4.567
H -2.100 2.777 4.097
H -2.513 2.010 5.635
H -3.255 0.853 2.888
H -3.509 0.071 4.430
H -1.199 -0.376 4.621
H 2.442 -1.446 3.827
H 3.997 -1.587 2.975
H 2.738 -2.801 2.738
H 4.704 -2.154 0.929
H 5.698 -1.927 -1.338
H 4.540 -0.507 -3.035
H 2.430 0.647 -2.377
Se 5.650 2.801 0.507
N 5.057 4.219 1.351
C 3.761 4.032 1.536
C 2.911 4.954 2.209
C 1.613 4.603 2.342
C 1.143 3.375 1.803
N 1.862 2.481 1.165
C 3.217 2.792 1.027
N 4.081 1.990 0.447
H 3.313 5.883 2.591
H 0.904 5.241 2.849
H 0.093 3.136 1.916
S 0.205 2.353 -1.434
C -1.430 2.121 -2.014
N -2.176 3.246 -2.089
C -3.428 3.299 -2.588
C -4.025 2.155 -3.038
C -3.298 0.965 -2.976
C -2.010 0.946 -2.474
H -1.744 4.103 -1.761
H -3.899 4.271 -2.599
H -5.027 2.190 -3.437
H -3.741 0.047 -3.339
H -1.433 0.038 -2.432
F -2.447 -6.585 -4.694
C -3.173 -6.058 -3.702
F -4.316 -5.599 -4.239
F -3.495 -7.043 -2.856
C -2.436 -4.943 -3.001
C -1.499 -4.192 -3.696
C -0.873 -3.128 -3.069
C -1.187 -2.813 -1.746
C -2.123 -3.581 -1.053
C -2.744 -4.646 -1.681
C -0.573 -1.677 -1.113
C -0.072 -0.692 -0.620
H -1.255 -4.445 -4.718
H -0.132 -2.542 -3.596
H -2.355 -3.344 -0.024
H -3.464 -5.251 -1.146
*
```

Calculated values
Lowest unoccupied orbital energy (alpha / beta): -7.240 / -6.817 eV
Highest occupied orbital energy (alpha / beta): -13.493 / -13.579 eV
ΔE to the lowest compared entry with this formula, charge and spin: 0.0 kJ/mol

[6]
This record from OMol25 describes a molecular structure, C29H26AlNO2S3 in a non-equilibrium geometry. The level of theory is ωB97M-V with the def2-TZVPD basis set.

ORCA input file:
```
! wB97M-V def2-TZVPD RIJCOSX def2/J DEFGRID3
* xyz 2 1
Al -0.687 0.115 0.810
S -2.437 3.455 2.885
C -2.043 4.151 1.337
C -2.343 5.416 0.855
C -2.019 5.715 -0.454
C -1.392 4.767 -1.259
C -1.089 3.513 -0.773
C -1.412 3.185 0.537
N -1.255 1.955 1.148
C -1.794 1.952 2.367
C -1.919 0.749 3.141
C -2.368 0.789 4.462
C -2.544 -0.389 5.158
C -2.281 -1.599 4.532
C -1.842 -1.636 3.214
C -1.646 -0.470 2.481
H -2.845 6.135 1.482
H -2.268 6.683 -0.858
H -1.153 5.000 -2.284
H -0.621 2.775 -1.395
H -2.568 1.741 4.934
H -2.887 -0.375 6.181
H -2.415 -2.526 5.071
H -1.660 -2.607 2.776
O 0.920 -0.539 1.081
S 2.080 -1.539 1.365
C 2.804 -1.786 -0.314
C 1.734 -2.241 -1.297
C 1.699 -1.463 -2.616
C 0.270 -1.398 -3.134
S -0.783 -0.018 -2.500
O -0.768 -0.106 -0.934
C 0.414 1.274 -2.887
C 1.366 1.689 -1.969
C 2.300 2.641 -2.344
C 2.287 3.150 -3.632
C 1.315 2.746 -4.535
C 0.362 1.811 -4.164
C 1.265 -3.145 1.399
C 2.071 -4.223 1.726
C 1.551 -5.503 1.645
C 0.234 -5.695 1.251
C -0.571 -4.607 0.954
C -0.055 -3.322 1.023
H 3.600 -2.518 -0.186
H 3.255 -0.837 -0.603
H 0.762 -2.106 -0.827
H 1.835 -3.307 -1.502
H 2.324 -1.948 -3.366
H 2.100 -0.458 -2.476
H -0.261 -2.328 -2.929
H 0.238 -1.219 -4.208
H 1.359 1.292 -0.958
H 3.029 2.982 -1.626
H 3.033 3.868 -3.928
H 1.290 3.160 -5.528
H -0.409 1.513 -4.859
H 3.093 -4.059 2.027
H 2.181 -6.343 1.881
H -0.161 -6.694 1.178
H -1.597 -4.755 0.662
H -0.678 -2.466 0.780
*
```

Calculated values
Lowest unoccupied orbital energy: -5.633 eV
Highest occupied orbital energy: -13.652 eV

[7]
This record from OMol25 describes a molecular structure, C29H26BrClIN4O4Ru. The level of theory is ωB97M-V with the def2-TZVPD basis set.

ORCA input file:
```
! wB97M-V def2-TZVPD RIJCOSX def2/J DEFGRID3
* xyz 2 2
Ru 0.130 -0.204 -0.080
Cl 5.362 1.078 4.061
C 3.822 0.658 3.420
C 2.888 0.059 4.214
C 1.621 -0.323 3.712
I 0.234 -1.223 4.952
C 1.319 -0.106 2.393
O 0.174 -0.477 1.795
C 2.267 0.565 1.581
N 1.867 0.814 0.290
C 2.697 1.442 -0.531
C 3.976 1.831 -0.138
C 4.396 1.584 1.149
C 3.533 0.946 2.056
H 3.124 -0.133 5.252
H 2.319 1.663 -1.521
H 4.618 2.335 -0.846
H 5.383 1.886 1.474
C -1.539 -2.922 -0.007
O -1.539 -1.488 -0.102
C -2.737 -0.804 -0.068
C -3.974 -1.393 -0.038
C -5.098 -0.564 0.006
Br -6.808 -1.342 0.047
C -4.960 0.802 0.027
C -3.688 1.395 -0.002
C -2.553 0.583 -0.058
O -1.309 1.083 -0.092
C -3.556 2.842 0.047
N -2.406 3.515 0.097
C -2.660 4.884 0.150
C -1.815 5.985 0.213
C -2.425 7.222 0.251
C -3.823 7.359 0.226
C -4.660 6.264 0.163
C -4.042 5.021 0.126
N -4.558 3.727 0.062
H -2.037 -3.349 -0.876
H -2.028 -3.225 0.918
H -0.497 -3.223 0.009
H -4.097 -2.466 -0.043
H -5.854 1.408 0.077
H -1.519 3.028 0.093
H -0.740 5.880 0.235
H -1.814 8.112 0.302
H -4.253 8.350 0.259
H -5.736 6.371 0.146
H -5.537 3.494 0.029
O 0.108 -0.459 -2.152
C 0.488 -1.337 -2.941
C 0.597 -1.084 -4.407
C 2.099 -1.273 -4.768
C 3.101 -0.960 -3.632
C 3.378 -2.096 -2.628
C 2.215 -2.426 -1.691
N 0.974 -2.528 -2.488
H 0.245 -0.077 -4.619
H -0.022 -1.785 -4.970
H 2.313 -0.624 -5.616
H 2.268 -2.293 -5.119
H 2.779 -0.057 -3.102
H 4.054 -0.707 -4.097
H 4.256 -1.850 -2.027
H 3.635 -3.000 -3.189
H 2.084 -1.635 -0.943
H 2.376 -3.358 -1.153
H 1.110 -3.185 -3.248
*
```

Calculated values
Lowest unoccupied orbital energy (alpha / beta): -6.355 / -6.653 eV
Highest occupied orbital energy (alpha / beta): -12.997 / -13.075 eV
ΔE to the lowest compared entry with this formula, charge and spin: 0.0 kJ/mol